Record 1
Entry from OMol25: 15 unconnected molecules or ions with the total composition C52H107N7O32P8 in a non-equilibrium geometry (ωB97M-V with the def2-TZVPD basis set).

The net charge is 0. The calculation puts the HOMO energy at -8.04 eV.

Element x y z (Å)
C  5.868  1.466  -1.169
O  5.078  0.828  -0.130
P  5.137  1.169  1.497
O  6.463  1.609  2.035
O  3.864  2.198  1.692
C  3.887  3.519  1.113
O  4.608  -0.178  2.212
C  3.551  -0.994  1.621
H  5.228  2.142  -1.736
H  6.390  0.798  -1.855
H  6.559  2.124  -0.642
H  3.588  4.219  1.893
H  3.183  3.705  0.302
H  4.898  3.840  0.863
H  2.682  -1.166  2.256
H  3.902  -2.017  1.485
H  3.105  -0.572  0.720
C  4.034  -8.146  -4.136
O  3.570  -8.404  -2.865
P  4.499  -8.131  -1.558
O  3.965  -8.883  -0.410
O  6.032  -8.432  -1.932
C  7.152  -7.916  -1.167
O  4.603  -6.510  -1.449
C  3.546  -5.601  -1.221
H  4.591  -9.009  -4.500
H  4.739  -7.317  -4.188
H  3.197  -7.860  -4.772
H  6.822  -7.218  -0.398
H  7.844  -7.419  -1.847
H  7.743  -8.736  -0.758
H  3.895  -5.108  -0.314
H  2.632  -6.122  -0.935
H  3.467  -4.934  -2.079
C  1.237  9.186  0.250
O  1.479  8.392  1.360
P  2.096  6.882  1.298
O  1.315  5.848  0.578
O  3.599  7.136  0.730
C  4.552  7.863  1.490
O  2.332  6.445  2.809
C  1.347  5.652  3.475
H  1.726  8.874  -0.674
H  1.667  10.148  0.527
H  0.180  9.291  0.007
H  4.867  8.713  0.884
H  5.416  7.289  1.825
H  4.076  8.190  2.414
H  1.990  4.874  3.885
H  0.579  5.286  2.793
H  0.984  6.126  4.388
C  -5.778  5.437  -0.294
O  -5.674  6.785  0.047
P  -4.697  7.261  1.265
O  -4.719  6.395  2.453
O  -3.232  7.485  0.578
C  -2.107  7.686  1.451
O  -5.296  8.788  1.542
C  -5.445  9.296  2.812
H  -6.708  4.968  0.028
H  -4.949  4.780  -0.029
H  -5.746  5.475  -1.382
H  -1.254  7.043  1.234
H  -2.382  7.546  2.496
H  -1.912  8.747  1.296
H  -4.921  10.224  3.040
H  -5.090  8.613  3.583
H  -6.511  9.392  3.016
C  2.368  -1.770  -2.412
O  2.362  -2.888  -3.274
P  1.334  -3.011  -4.495
O  1.687  -2.166  -5.661
O  1.255  -4.618  -4.760
C  1.073  -5.496  -3.635
O  -0.076  -2.720  -3.783
C  -1.298  -2.706  -4.533
H  2.282  -2.184  -1.407
H  1.528  -1.108  -2.621
H  3.220  -1.096  -2.507
H  2.058  -5.926  -3.453
H  0.387  -6.295  -3.918
H  0.663  -5.054  -2.727
H  -2.133  -3.133  -3.978
H  -1.199  -3.113  -5.539
H  -1.543  -1.678  -4.801
C  3.391  -1.721  5.544
O  2.577  -2.396  4.586
P  1.139  -2.912  5.166
O  1.255  -3.898  6.282
O  0.383  -1.505  5.560
C  -0.856  -1.771  6.309
O  0.279  -3.293  3.842
C  -0.053  -4.633  3.422
H  3.062  -1.797  6.581
H  3.381  -0.660  5.293
H  4.347  -2.237  5.462
H  -1.572  -2.316  5.695
H  -1.379  -0.827  6.459
H  -0.691  -2.447  7.149
H  -1.136  -4.750  3.467
H  0.418  -5.389  4.050
H  0.308  -4.849  2.417
C  0.922  1.693  4.439
O  -0.204  2.535  4.311
P  -1.719  2.226  4.873
O  -1.814  1.982  6.345
O  -2.633  3.498  4.382
C  -2.812  3.701  3.007
O  -2.167  1.024  3.904
C  -3.479  0.524  3.819
H  1.744  2.375  4.220
H  0.986  0.815  3.796
H  0.891  1.445  5.500
H  -2.519  4.720  2.754
H  -3.830  3.449  2.709
H  -2.152  3.099  2.382
H  -4.111  1.005  3.072
H  -3.940  0.648  4.799
H  -3.509  -0.561  3.716
C  -0.655  -2.333  -0.260
O  -0.155  -1.071  -0.005
P  -1.220  0.107  0.276
O  -2.420  -0.414  0.969
O  -0.362  1.127  1.199
C  0.762  1.840  0.675
O  -1.322  0.888  -1.183
C  -2.076  0.271  -2.183
H  -1.423  -2.684  0.429
H  0.139  -3.072  -0.160
H  -1.130  -2.459  -1.233
H  0.760  2.839  1.112
H  0.712  1.938  -0.409
H  1.659  1.264  0.902
H  -2.535  1.061  -2.778
H  -2.835  -0.361  -1.722
H  -1.519  -0.366  -2.870
N  -4.855  0.679  -0.060
C  -4.839  1.719  -0.889
C  -6.103  2.006  -1.384
C  -6.858  0.962  -0.999
C  -6.108  0.202  -0.105
H  -4.061  0.293  0.430
H  -3.916  2.267  -1.000
H  -6.441  2.886  -1.912
H  -7.907  0.765  -1.164
H  -6.367  -0.667  0.482
N  -0.302  5.138  -1.445
C  -1.457  4.484  -1.129
C  -2.199  4.403  -2.315
C  -1.438  4.925  -3.350
C  -0.251  5.387  -2.800
H  0.415  5.463  -0.812
H  -1.667  4.134  -0.129
H  -3.203  4.031  -2.458
H  -1.574  4.852  -4.419
H  0.629  5.811  -3.261
N  -4.746  1.396  -4.374
C  -3.842  0.664  -5.141
C  -3.226  1.522  -6.019
C  -3.833  2.764  -5.759
C  -4.788  2.671  -4.744
H  -5.262  0.891  -3.667
H  -3.735  -0.408  -5.067
H  -2.463  1.418  -6.775
H  -3.540  3.625  -6.341
H  -5.404  3.403  -4.241
N  3.749  -7.644  3.104
C  3.935  -7.000  4.258
C  3.384  -5.734  4.112
C  3.019  -5.533  2.768
C  3.162  -6.762  2.157
H  4.005  -8.611  2.965
H  4.436  -7.418  5.118
H  3.353  -5.003  4.906
H  2.661  -4.579  2.409
H  3.056  -6.992  1.108
N  -0.493  -7.254  0.664
C  0.419  -7.780  -0.162
C  0.043  -7.465  -1.440
C  -1.203  -6.755  -1.406
C  -1.473  -6.676  -0.095
H  -0.477  -7.368  1.668
H  1.274  -8.344  0.180
H  0.576  -7.803  -2.316
H  -1.790  -6.312  -2.197
H  -2.271  -6.261  0.503
N  0.974  2.339  -3.011
C  2.316  2.390  -2.748
C  2.968  1.433  -3.552
C  1.976  0.949  -4.419
C  0.741  1.441  -4.014
H  0.434  3.119  -2.664
H  2.623  3.133  -2.026
H  4.003  1.141  -3.651
H  2.048  0.213  -5.206
H  -0.268  1.352  -4.390
N  -4.895  -4.011  -3.637
C  -4.235  -4.883  -2.688
C  -4.088  -4.142  -1.498
C  -4.574  -2.854  -1.747
C  -5.167  -2.819  -3.012
H  -5.211  -4.247  -4.567
H  -3.972  -5.913  -2.877
H  -3.610  -4.396  -0.563
H  -4.505  -2.021  -1.064
H  -5.780  -2.067  -3.487

Here are the Löwdin charges for atoms 1 to 5, given in e:
1 C -0.080
2 O -0.259
3 P 0.501
4 O -0.254
5 O -0.251

=====

Record 2
Entry from OMol25: 9 unconnected molecules or ions with the total composition C52H112N5O13 in a non-equilibrium geometry (ωB97M-V with the def2-TZVPD basis set).

The net charge is +1. The calculation puts the HOMO energy at -9.79 eV.

Element x y z (Å)
C  15.883  17.125  16.529
C  15.964  16.153  17.662
C  14.669  15.929  18.468
C  14.889  14.697  19.342
N  13.868  14.488  20.422
C  14.176  13.129  21.092
C  14.575  13.389  22.543
C  13.875  14.669  22.864
C  14.197  15.460  21.619
C  12.500  14.527  19.925
C  12.100  13.530  18.826
C  10.548  13.523  18.700
H  16.142  18.125  16.892
H  14.895  17.124  16.040
H  16.604  16.810  15.743
H  16.786  16.461  18.312
H  16.158  15.178  17.199
H  13.853  15.718  17.761
H  14.327  16.784  19.067
H  15.853  14.711  19.920
H  14.946  13.788  18.751
H  13.310  12.456  21.145
H  14.895  12.556  20.547
H  14.295  12.495  23.148
H  15.625  13.512  22.727
H  12.790  14.546  23.044
H  14.223  15.098  23.805
H  13.653  16.372  21.467
H  15.246  15.697  21.552
H  12.239  15.517  19.629
H  11.883  14.330  20.781
H  12.435  12.507  19.012
H  12.527  13.814  17.869
H  10.187  14.516  18.547
H  10.258  13.359  19.721
H  10.119  12.774  18.016
C  9.791  10.801  10.005
C  10.343  9.289  9.873
C  11.390  8.935  10.925
C  10.749  8.978  12.334
N  11.691  9.121  13.486
C  10.850  9.132  14.793
C  10.576  10.589  15.080
C  11.865  11.313  14.685
C  12.285  10.497  13.404
C  12.775  8.038  13.369
C  13.788  8.005  14.505
C  14.708  6.832  14.254
H  10.575  11.347  10.498
H  8.866  10.895  10.589
H  9.672  11.306  9.055
H  10.722  9.282  8.837
H  9.504  8.622  9.944
H  12.264  9.604  10.839
H  11.699  7.918  10.738
H  10.211  8.038  12.538
H  10.021  9.776  12.293
H  11.480  8.659  15.505
H  9.952  8.559  14.649
H  10.408  10.701  16.159
H  9.763  10.863  14.376
H  12.659  11.187  15.470
H  11.762  12.354  14.425
H  13.380  10.447  13.352
H  12.085  11.019  12.440
H  13.352  8.128  12.477
H  12.259  7.060  13.383
H  13.242  7.863  15.433
H  14.266  8.984  14.608
H  15.183  6.822  13.259
H  14.174  5.875  14.342
H  15.565  6.870  14.911
C  24.382  10.555  17.138
C  23.320  11.639  17.209
C  21.858  11.096  17.030
C  20.839  12.243  17.262
N  19.549  12.123  16.517
C  18.548  13.179  16.933
C  18.039  13.806  15.642
C  19.282  13.777  14.694
C  19.854  12.386  15.016
C  18.873  10.715  16.599
C  18.659  10.136  18.030
C  17.731  8.923  18.022
H  25.336  11.049  16.997
H  24.384  9.688  16.428
H  24.454  10.035  18.096
H  23.465  12.285  16.285
H  23.390  12.323  18.048
H  21.689  10.285  17.711
H  21.694  10.636  16.004
H  21.376  13.098  16.891
H  20.468  12.512  18.262
H  17.774  12.765  17.596
H  19.168  13.894  17.525
H  17.216  13.234  15.291
H  17.691  14.801  15.893
H  18.979  13.892  13.629
H  20.012  14.560  14.902
H  19.337  11.608  14.495
H  20.966  12.329  14.759
H  19.344  10.006  15.952
H  17.882  10.888  16.103
H  18.190  10.915  18.645
H  19.667  10.008  18.384
H  17.534  8.584  16.968
H  16.803  9.247  18.482
H  18.217  8.105  18.597
C  16.193  14.119  8.820
C  16.150  14.603  10.302
C  16.013  16.147  10.334
C  15.136  16.669  11.497
N  14.849  18.173  11.331
C  13.574  18.483  11.907
C  12.569  18.278  10.750
C  13.389  18.278  9.451
C  14.768  18.622  9.915
C  15.827  19.121  12.051
C  15.752  19.380  13.594
C  17.185  19.485  14.217
H  15.198  14.259  8.445
H  16.468  13.080  8.789
H  16.872  14.743  8.261
H  16.994  14.312  10.886
H  15.222  14.178  10.710
H  15.500  16.385  9.382
H  17.014  16.634  10.453
H  15.686  16.606  12.438
H  14.152  16.209  11.491
H  13.528  19.563  12.195
H  13.390  17.760  12.729
H  11.921  19.121  10.688
H  12.034  17.361  10.907
H  13.199  19.066  8.723
H  13.412  17.317  8.911
H  14.864  19.698  9.947
H  15.625  18.183  9.356
H  15.664  20.051  11.544
H  16.805  18.740  11.776
H  15.155  18.597  14.094
H  15.268  20.341  13.760
H  17.564  18.483  14.348
H  17.074  20.107  15.126
H  17.912  19.993  13.599
C  17.596  11.669  12.291
C  16.764  11.120  13.442
C  15.425  11.631  13.535
O  15.548  13.055  13.638
C  14.383  13.640  14.280
N  16.811  9.649  13.316
H  16.302  9.073  13.984
H  16.397  9.521  12.338
H  17.722  9.150  13.393
H  18.655  11.409  12.505
H  17.617  12.711  12.367
H  17.145  11.397  11.326
H  17.032  11.410  14.492
H  14.932  11.142  14.431
H  14.766  11.388  12.636
H  13.950  12.951  15.023
H  13.661  13.971  13.517
H  14.691  14.562  14.754
O  19.238  16.548  13.764
C  18.161  16.734  12.941
O  17.167  16.050  13.205
O  18.338  17.562  12.036
H  20.001  17.054  13.479
O  20.961  7.632  13.214
C  20.015  8.447  13.627
O  18.917  8.005  13.502
O  20.380  9.633  14.018
H  21.856  8.034  13.395
O  15.362  10.336  9.841
C  15.114  9.127  10.385
O  14.964  8.147  9.689
O  14.979  9.186  11.624
H  15.588  9.961  8.963
O  14.027  10.192  17.795
C  14.932  11.309  18.145
O  15.028  12.174  17.186
O  15.430  11.199  19.267
H  13.995  9.433  18.414

Here are the Löwdin charges for atoms 1 to 5, given in e:
1 C -0.110
2 C -0.256
3 C -0.158
4 C -0.130
5 N -0.179